Here is C47H55IrN7O4PSe as an isolated structure in a non-equilibrium geometry from OMol25. Energies are from ωB97M-V/def2-TZVPD.

Charge: +3
Multiplicity: 2
Relative energy (zero: lowest compared OMol25 entry of this formula, charge and spin): 115.2 kcal per mole

Last column: Löwdin charge in e.
Atoms and positions in Å:
Ir (-0.44105, -0.73297, 0.46520)  1.003
N (0.16499, -0.10246, 2.61638)  0.023
C (1.59392, -0.24714, 3.03479)  -0.230
C (1.94745, 0.56654, 4.29006)  -0.112
C (1.58211, 2.05071, 4.38738)  -0.153
C (2.40395, 3.05445, 3.58146)  -0.153
N (3.83866, 2.86652, 3.83989)  0.103
C (4.82982, 3.15513, 3.00192)  -0.426
N (4.60712, 3.92495, 1.93992)  0.232
N (6.05993, 2.70279, 3.24112)  0.224
C (2.59405, -0.16600, 1.88190)  -0.442
O (3.42903, -1.07101, 1.80273)  0.119
O (2.26642, -0.13503, -0.66080)  -0.043
H (-0.09246, 0.87680, 2.53770)  0.089
H (-0.40318, -0.53150, 3.34370)  0.116
H (1.72787, -1.28702, 3.32191)  0.133
H (3.01594, 0.41768, 4.46457)  0.126
H (1.43092, 0.06908, 5.11439)  0.130
H (1.67959, 2.32030, 5.44224)  0.129
H (0.52923, 2.20391, 4.14050)  0.117
H (2.10867, 4.05840, 3.88927)  0.135
H (2.21663, 2.93593, 2.51449)  0.102
H (4.08186, 2.36317, 4.67858)  0.157
H (3.70563, 4.34042, 1.78904)  0.123
H (5.33633, 4.10124, 1.27063)  0.139
H (6.26286, 2.13069, 4.04295)  0.136
H (6.83500, 2.95131, 2.64993)  0.137
O (2.95699, 1.13716, 1.25093)  0.122
C (1.98370, 0.52405, 0.48808)  -0.660
O (0.79533, 1.03960, 0.43609)  -0.156
C (3.09086, -1.21731, -0.80165)  -0.284
C (4.36736, -1.08798, -1.29480)  0.026
C (5.10231, -2.23713, -1.54640)  -0.016
C (4.53952, -3.48927, -1.32696)  -0.032
C (3.24545, -3.60050, -0.84588)  -0.055
C (2.49663, -2.45365, -0.57681)  -0.223
P (0.88175, -2.60822, 0.27060)  1.024
C (1.16541, -3.36006, 1.86747)  -0.372
C (2.41883, -3.75164, 2.32986)  -0.071
C (2.52451, -4.35427, 3.57558)  -0.034
C (1.40038, -4.53084, 4.37071)  -0.037
C (0.14766, -4.12806, 3.91610)  -0.053
C (0.02871, -3.54542, 2.66719)  -0.107
C (-0.03233, -3.84061, -0.68095)  -0.335
C (0.27819, -5.19269, -0.50674)  -0.079
C (-0.34295, -6.14960, -1.29269)  -0.041
C (-1.30403, -5.77491, -2.22077)  -0.041
C (-1.65024, -4.43837, -2.36421)  -0.053
C (-1.01437, -3.47011, -1.60173)  -0.136
H (4.76631, -0.09994, -1.48109)  0.134
H (6.10991, -2.15696, -1.93158)  0.124
H (5.11047, -4.38391, -1.53398)  0.123
H (2.81984, -4.58284, -0.69003)  0.108
H (3.30518, -3.57096, 1.74028)  0.106
H (3.49385, -4.68143, 3.92800)  0.122
H (1.49998, -4.97861, 5.35091)  0.122
H (-0.72816, -4.27612, 4.53432)  0.117
H (-0.94572, -3.23800, 2.30084)  0.091
H (0.99122, -5.50251, 0.24839)  0.110
H (-0.07764, -7.19204, -1.17468)  0.122
H (-1.79099, -6.52875, -2.82541)  0.121
H (-2.41644, -4.15085, -3.07281)  0.115
H (-1.28314, -2.43464, -1.72116)  -0.034
C (2.72086, 0.88116, -4.24323)  -0.095
C (1.88067, 2.12670, -4.52086)  -0.234
C (1.96222, 3.16550, -3.40168)  -0.166
C (1.23440, 2.73381, -2.13064)  -0.132
N (-0.22123, 2.69901, -2.32927)  0.014
C (-0.99070, 1.60289, -2.44704)  -0.543
Se (-0.40701, -0.16755, -2.15964)  0.917
N (-2.22690, 1.98245, -2.81237)  0.005
C (-3.36247, 1.10346, -3.14103)  -0.113
C (-4.05976, 0.50950, -1.92644)  -0.183
C (-4.64653, 1.54564, -0.95649)  -0.213
C (-3.63845, 2.15924, 0.02070)  -0.080
C (-2.26529, 3.36847, -2.89940)  -0.150
C (-3.31109, 4.25202, -3.17137)  0.014
C (-3.02084, 5.59534, -3.10173)  -0.036
C (-1.72793, 6.05732, -2.78483)  -0.039
C (-0.69547, 5.18509, -2.52532)  0.011
C (-0.99486, 3.82335, -2.58376)  -0.139
H (2.69449, 0.20254, -5.09608)  0.085
H (2.35964, 0.32773, -3.37257)  0.026
H (3.76592, 1.15368, -4.07432)  0.081
H (0.83634, 1.84231, -4.69087)  0.104
H (2.23156, 2.59340, -5.44165)  0.118
H (1.54945, 4.11346, -3.75244)  0.107
H (3.01008, 3.34292, -3.14537)  0.124
H (1.43517, 3.42053, -1.30694)  0.131
H (1.54723, 1.73836, -1.83174)  0.064
H (-2.99593, 0.32094, -3.80092)  0.124
H (-4.07132, 1.71081, -3.69954)  0.130
H (-3.36342, -0.14258, -1.39718)  0.054
H (-4.86449, -0.11831, -2.31630)  0.125
H (-5.43642, 1.05807, -0.38299)  0.095
H (-5.12813, 2.34645, -1.52516)  0.111
H (-3.01393, 1.38463, 0.48209)  0.044
H (-4.15931, 2.69267, 0.81760)  0.084
H (-2.97428, 2.88004, -0.45882)  0.062
H (-4.30690, 3.90907, -3.41727)  0.119
H (-3.80573, 6.31610, -3.28773)  0.122
H (-1.54761, 7.12283, -2.73856)  0.121
H (0.29492, 5.54433, -2.27982)  0.120
N (-2.36442, -1.32702, 0.66689)  0.025
C (-3.49844, -1.46844, 0.77714)  -0.071
C (-4.91709, -1.60003, 0.88214)  -0.222
C (-5.59197, -2.45108, 0.00290)  -0.011
C (-6.97333, -2.47640, 0.02410)  -0.034
C (-7.67115, -1.66273, 0.91049)  -0.020
C (-6.99321, -0.83376, 1.79928)  -0.039
C (-5.61197, -0.80184, 1.79563)  -0.026
H (-5.03339, -3.08666, -0.67269)  0.126
H (-7.51010, -3.13046, -0.64970)  0.124
H (-8.75355, -1.67198, 0.90809)  0.126
H (-7.54490, -0.21169, 2.49131)  0.123
H (-5.06906, -0.17089, 2.48858)  0.126



Here is C10H20AsClF6N3O3P as an isolated structure in a non-equilibrium geometry from OMol25. Energies are from ωB97M-V/def2-TZVPD.

Charge: 0

Last column: natural (NBO) charge in e.
Atoms and positions in Å:
C (4.70245, -1.09136, 0.70580)  -0.629
C (3.41834, -1.93277, 0.65563)  -0.397
C (2.67967, -1.98138, -0.71308)  -0.265
C (3.55245, -1.59929, -1.92416)  -0.597
C (1.39273, -1.20924, -0.78153)  0.497
N (0.40063, -1.66575, -1.54323)  -0.500
C (-0.64117, -0.75118, -1.39099)  0.382
C (-1.93722, -0.95565, -2.09379)  -0.211
Cl (-1.55083, -1.08126, -3.85064)  -0.046
C (-2.94997, 0.14560, -1.80553)  -0.426
C (-3.87138, -0.23558, -0.62252)  -0.630
N (-0.30553, 0.16749, -0.60709)  -0.226
N (0.97326, -0.11569, -0.20251)  -0.147
C (1.68192, 0.73403, 0.75326)  -0.633
P (0.76140, 2.27740, 1.11369)  2.361
O (1.36558, 2.93164, 2.25280)  -1.074
O (0.79053, 3.23378, -0.17343)  -0.966
O (-0.70937, 1.87055, 1.38064)  -0.939
H (5.56724, -1.72497, 0.55945)  0.227
H (4.79816, -0.70319, 1.71754)  0.234
H (4.70191, -0.22600, 0.05390)  0.203
H (3.69712, -2.95540, 0.88267)  0.229
H (2.69893, -1.65367, 1.41571)  0.212
H (2.40329, -3.02066, -0.86828)  0.233
H (3.73235, -0.53232, -1.93453)  0.215
H (3.10829, -1.92722, -2.85870)  0.222
H (4.49693, -2.12130, -1.82215)  0.234
H (0.41203, -2.50535, -2.09652)  0.454
H (-2.33739, -1.90839, -1.76818)  0.244
H (-3.58304, 0.20108, -2.68313)  0.232
H (-2.49734, 1.12336, -1.68572)  0.228
H (-3.94834, 0.56717, 0.10282)  0.291
H (-4.87266, -0.43196, -0.98969)  0.218
H (-3.56005, -1.15485, -0.13560)  0.191
H (2.70890, 0.91371, 0.46655)  0.250
H (1.72086, 0.21731, 1.70536)  0.268
H (1.72704, 3.39181, -0.35235)  0.502
H (-1.24516, 1.99597, 0.57846)  0.540
F (-5.31015, 0.80768, 1.96000)  -0.636
As (-4.21950, 1.96385, 2.66422)  2.837
F (-5.32128, 3.24319, 2.28360)  -0.625
F (-3.44933, 2.16527, 1.08436)  -0.668
F (-3.10983, 3.10762, 3.34011)  -0.625
F (-3.10189, 0.67409, 3.01763)  -0.639
F (-4.97060, 1.75185, 4.20915)  -0.626



Here is a 7-piece molecular cluster, C15H45BrN9O6 overall in a non-equilibrium geometry from OMol25. Energies are from ωB97M-V/def2-TZVPD.

Charge: -1
Relative energy (zero: lowest compared OMol25 entry of this formula, charge and spin): 87.3 kcal per mole

Last column: Löwdin charge in e.
Atoms and positions in Å:
Br (-4.73387, 2.30636, -28.01163)  -0.035
C (-7.88255, 6.50774, -26.16580)  -0.064
C (-6.95235, 5.68885, -27.09600)  -0.421
C (-7.20012, 6.10465, -28.56863)  -0.179
O (-7.32254, 7.47862, -28.94097)  -0.184
C (-6.19464, 8.25798, -28.73773)  -0.128
N (-5.58837, 5.67304, -26.64375)  0.044
H (-7.84566, 6.26012, -25.10495)  0.070
H (-8.91935, 6.58656, -26.49283)  0.068
H (-7.57944, 7.55470, -26.17594)  0.058
H (-7.26776, 4.64793, -27.02457)  0.103
H (-8.18975, 5.73771, -28.84082)  0.112
H (-6.53664, 5.57913, -29.25545)  0.115
H (-6.27944, 8.91312, -29.60473)  0.086
H (-5.26321, 7.71539, -28.89939)  0.076
H (-6.18189, 8.88260, -27.84454)  0.084
H (-5.31288, 4.71221, -26.78874)  -0.035
H (-4.95178, 6.11967, -27.28825)  0.021
C (-9.62344, -0.50523, -27.33483)  -0.056
C (-8.59994, 0.62081, -27.71070)  -0.393
C (-8.43752, 1.56361, -26.47617)  -0.182
O (-9.66372, 2.18669, -26.09269)  -0.197
C (-10.20167, 3.13586, -26.97225)  -0.117
N (-7.28835, -0.02011, -28.04316)  0.036
H (-9.97852, -1.03226, -28.22042)  0.063
H (-10.56874, -0.16256, -26.91401)  0.062
H (-9.15306, -1.25602, -26.69990)  0.068
H (-8.86865, 1.14889, -28.62558)  0.108
H (-7.73967, 2.30642, -26.86263)  0.078
H (-8.04907, 1.06950, -25.58563)  0.128
H (-10.40196, 2.67485, -27.93944)  0.084
H (-9.60665, 4.04517, -27.05719)  0.063
H (-11.09807, 3.61865, -26.58305)  0.082
H (-7.10947, -0.44957, -27.14668)  0.045
H (-6.63462, 0.74507, -28.12820)  -0.088
C (-2.75096, -0.68039, -30.91507)  -0.075
C (-4.27771, -0.84975, -30.96246)  -0.381
C (-4.71335, -2.16844, -31.72061)  -0.196
O (-6.12922, -2.29386, -31.51818)  -0.174
C (-6.72684, -2.83163, -32.71946)  -0.104
N (-4.91566, -0.62947, -29.63901)  0.027
H (-2.45822, -0.29133, -31.89028)  0.059
H (-2.22855, -1.62936, -30.79403)  0.064
H (-2.28728, 0.03313, -30.23390)  0.059
H (-4.78504, -0.09374, -31.56177)  0.119
H (-4.21328, -3.02287, -31.26455)  0.111
H (-4.33067, -2.09392, -32.73850)  0.106
H (-7.64618, -2.32121, -33.00650)  0.070
H (-6.98978, -3.85486, -32.45120)  0.081
H (-6.13671, -2.61813, -33.61068)  0.073
H (-4.48010, -1.18759, -28.91867)  0.027
H (-4.74943, 0.31997, -29.33730)  -0.104
C (-2.88952, -1.90209, -26.99903)  -0.825
O (-2.86715, -3.07773, -26.83592)  0.052
N (-3.92903, -1.18062, -26.95110)  0.153
N (-1.83443, -1.10191, -27.20554)  0.152
H (-3.79785, -0.21572, -27.21918)  0.025
H (-4.79824, -1.59895, -26.65181)  0.134
H (-1.86546, -0.13029, -27.47956)  0.092
H (-0.87282, -1.40964, -27.23235)  0.102
C (-7.76859, 1.89657, -31.05943)  -0.775
O (-7.27298, 0.80707, -30.84731)  0.050
N (-7.20693, 3.05461, -30.87384)  0.169
N (-8.91959, 2.08643, -31.69508)  0.139
H (-6.40508, 3.00991, -30.26136)  0.045
H (-7.58176, 3.93217, -31.20472)  0.103
H (-9.37571, 1.26669, -32.06936)  0.108
H (-9.18022, 3.02617, -31.95786)  0.093
C (-2.69939, 6.28304, -28.90249)  -0.921
O (-3.11545, 6.19343, -30.02026)  0.044
N (-1.79991, 7.11558, -28.61370)  0.169
N (-2.97352, 5.47146, -27.99863)  0.176
H (-1.30781, 7.49143, -29.41162)  0.126
H (-1.33020, 6.99332, -27.72797)  0.112
H (-3.59503, 4.72137, -28.26545)  0.006
H (-2.71611, 5.72309, -27.05495)  0.129



Asked for energy across the records above, the calculation gives -5354.5284 -4419.7207 -4116.8088 a.u. in order.